{
  "formula": "C11H14N2",
  "method": "ωB97M-V with the def2-TZVPD basis set",
  "gap_ev": 9.377,
  "e_homo_ev": -8.6,
  "relative_energy_kj_mol": 223.7,
  "lumo_energy_ha": 0.029,
  "symbols": ["C", "C", "C", "N", "C", "N", "H", "H", "H", "H", "H", "H", "C", "C", "C", "C", "C", "C", "C", "H", "H", "H", "H", "H", "H", "H", "H"],
  "positions_angstrom": [[-0.43213, 3.93248, -0.57261], [0.28126, 2.85190, -1.33665], [1.40496, 2.19105, -0.77383], [1.79213, 1.32558, -1.83193], [0.94772, 1.51559, -2.85285], [-0.00792, 2.39947, -2.61964], [-1.55890, 3.67472, -0.58086], [-0.32426, 4.87059, -0.99393], [-0.03845, 3.87792, 0.48649], [1.93512, 2.29642, 0.16088], [2.77413, 0.95303, -1.87468], [1.02590, 0.92741, -3.72248], [-1.69010, -1.01208, 2.61508], [-0.98696, -1.53949, 1.44436], [-0.37716, -0.99517, 0.33465], [0.47431, -1.77287, -0.54755], [0.63438, -3.15597, -0.29436], [-0.07183, -3.73436, 0.81323], [-0.74604, -2.94376, 1.73326], [-1.56718, -1.31916, 3.59333], [-2.73615, -1.02184, 2.42803], [-1.36218, 0.01765, 2.96935], [-0.60698, 0.02079, 0.13806], [0.94030, -1.18682, -1.26788], [1.19459, -3.93641, -0.90010], [0.29237, -4.86654, 0.77299], [-1.19094, -3.37014, 2.67966]],
  "forces_ev_per_angstrom": [[-1.853, -3.184, 1.315], [1.713, -0.527, 1.362], [-1.739, 0.308, -2.999], [2.088, 0.389, 2.006], [-0.755, 0.554, 0.094], [1.044, -0.170, 1.255], [1.641, 0.557, 0.255], [0.357, 1.948, -0.765], [-0.640, 0.403, -1.149], [-0.069, -0.102, -0.206], [-1.867, 0.225, -0.176], [0.082, -0.409, -0.979], [-0.370, 4.911, -0.410], [2.110, -4.179, 1.473], [0.263, -1.378, -0.294], [-1.784, -1.077, 2.781], [-0.889, 0.448, -0.075], [2.536, -1.551, -1.287], [-0.418, -0.516, -0.675], [0.709, -2.654, 1.565], [-1.116, 0.416, -0.014], [-0.677, -0.159, -1.573], [0.321, 0.981, -0.434], [0.893, 0.388, -1.529], [-0.487, 1.741, 0.457], [-1.719, 2.233, 1.316], [0.624, 0.405, -1.314]],
  "mulliken_charge": [-1.07, 0.68, -0.57, -0.09, -0.29, -0.64, 0.25, 0.38, 0.25, 0.36, 0.26, 0.48, -1.45, 0.46, -0.20, -0.32, -0.32, -0.40, -0.39, 0.45, 0.31, 0.33, 0.49, 0.40, 0.26, 0.16, 0.23]
}

---

{
  "formula": "C11H14N2",
  "method": "ωB97M-V with the def2-TZVPD basis set",
  "gap_ev": 8.279,
  "e_homo_ev": -7.6,
  "relative_energy_kj_mol": 217.4,
  "lumo_energy_ha": 0.026,
  "symbols": ["C", "C", "C", "C", "C", "N", "C", "C", "C", "N", "C", "C", "C", "H", "H", "H", "H", "H", "H", "H", "H", "H", "H", "H", "H", "H", "H"],
  "positions_angstrom": [[3.02138, 2.93111, -0.96185], [1.85635, 1.97562, -0.88219], [0.62485, 2.42439, -0.23338], [-0.36317, 1.61662, 0.19764], [-0.20218, 0.16451, 0.07173], [-1.25453, -0.58823, 0.30074], [-1.16184, -2.03270, 0.48280], [-2.66469, -2.51642, 0.48023], [-3.22180, -2.21935, 1.76650], [-3.63319, -2.06281, 2.80864], [0.92800, -0.25700, -0.60762], [1.87378, 0.60206, -1.14530], [3.09166, -0.04324, -1.77806], [3.59489, 3.06035, -1.96157], [2.58852, 3.93473, -0.56068], [3.86730, 2.64666, -0.24223], [0.32709, 3.48134, -0.03213], [-1.21210, 1.81873, 0.84146], [-1.83495, -0.41683, 1.06602], [-0.67254, -2.29329, -0.39450], [-0.65413, -2.14792, 1.41684], [-3.09584, -1.91706, -0.28394], [-2.64254, -3.59313, 0.15634], [1.09088, -1.30630, -0.57546], [3.76370, -0.13238, -0.86230], [3.54845, 0.56729, -2.59546], [2.85122, -1.01840, -2.08108]],
  "forces_ev_per_angstrom": [[0.947, 1.371, 0.195], [-2.094, -0.207, 0.707], [0.734, 1.571, -0.210], [0.049, -3.924, 0.717], [2.207, 4.533, -1.854], [-2.305, -2.917, 0.821], [-1.602, 1.580, -0.289], [2.809, -1.183, -0.687], [0.057, -1.079, -1.406], [-0.755, 0.589, 2.043], [-1.012, -0.129, 0.733], [1.292, 0.930, 0.055], [0.781, 1.848, 1.813], [-1.403, -0.133, 1.382], [1.160, -1.464, -1.034], [-1.257, 0.189, -0.738], [1.248, -0.488, -0.366], [-0.083, 1.090, -0.438], [-1.003, 2.241, 1.263], [1.094, -1.789, -1.198], [0.543, -1.199, 0.419], [-0.752, 0.305, -0.666], [-0.593, 0.940, 0.799], [0.413, -0.826, -0.679], [-0.042, 0.040, -1.487], [-0.271, -0.599, 0.809], [-0.160, -1.289, -0.702]],
  "mulliken_charge": [-1.14, 0.58, -0.53, -0.98, 0.71, -0.23, -0.89, -0.63, 0.30, -0.39, -0.57, 0.75, -1.64, 0.28, 0.31, 0.25, 0.19, 0.30, 0.23, 0.55, 0.45, 0.30, 0.35, 0.40, 0.27, 0.35, 0.45]
}

---

{
  "formula": "C11H14N2O",
  "method": "ωB97M-V with the def2-TZVPD basis set",
  "gap_ev": [7.675, 3.819],
  "e_homo_ev": [-11.4, -11.4],
  "relative_energy_kj_mol": 428.2,
  "multiplicity": 2,
  "total_charge": 1,
  "lumo_energy_ha": [-0.139, -0.279],
  "symbols": ["C", "C", "C", "C", "N", "N", "H", "H", "H", "H", "H", "H", "C", "C", "C", "C", "C", "C", "C", "O", "H", "H", "H", "H", "H", "H", "H", "H"],
  "positions_angstrom": [[-1.35928, -3.94811, -0.30090], [-2.30508, -0.78653, 1.05505], [-1.40732, -2.71283, 0.44132], [-1.34275, -2.63801, 1.87328], [-2.02478, -1.56823, -0.01032], [-2.07512, -1.42164, 2.21924], [-2.95049, 0.08432, 1.07225], [-2.13746, -0.98349, 3.05781], [-1.06860, -3.28344, 2.66772], [-0.30845, -4.38126, -0.35620], [-1.32518, -3.81205, -1.34613], [-1.98891, -4.59260, 0.29053], [1.39087, 4.26302, -0.49566], [0.06492, 0.79939, -0.83673], [0.10533, 2.20613, -0.73910], [1.19814, 0.10292, -0.82035], [1.33743, 2.87894, -0.79987], [2.34611, 0.81471, -0.57870], [2.49214, 2.12203, -0.48230], [1.57289, -1.24073, -0.68764], [-0.88401, 0.23982, -0.92645], [-0.78531, 2.90602, -0.88859], [0.77552, -1.78964, -1.00379], [3.14726, 0.06088, -0.45888], [1.15701, 4.65722, 0.39300], [0.50572, 4.80762, -0.99994], [3.46284, 2.60628, -0.52125], [2.40658, 4.60926, -0.81739]],
  "forces_ev_per_angstrom": [[3.579, -1.130, 0.135], [-0.903, -1.801, -0.868], [-0.923, 2.372, 4.431], [-2.021, 2.465, -1.563], [0.183, 1.320, 0.648], [2.801, -3.219, -4.316], [0.396, 0.131, -0.445], [-0.159, 1.142, 3.082], [0.322, -0.598, 0.247], [-0.821, 0.093, 1.234], [-1.939, 0.071, -1.384], [-0.443, -0.908, -1.178], [0.255, 2.191, -5.741], [-5.297, 1.636, -0.593], [-1.626, -0.851, -2.282], [3.220, -3.405, 1.671], [-0.024, -1.119, 3.875], [4.243, -1.953, 0.586], [0.493, 1.171, -2.316], [-4.253, 1.360, -2.013], [0.346, 0.595, 0.139], [0.899, -1.636, 0.558], [1.380, 0.597, 0.948], [0.250, 1.205, 0.109], [-0.356, 0.464, 4.345], [1.531, -0.522, -0.247], [-0.061, -0.130, 0.643], [-1.072, 0.459, 0.295]],
  "mulliken_charge": [-1.24, -0.10, 0.56, -0.65, -0.54, -0.07, 0.44, 0.15, 0.47, 0.33, 0.40, 0.33, -1.35, -0.36, -0.80, 0.38, 1.21, -0.03, -0.85, -0.41, 0.68, 0.27, 0.36, 0.41, 0.42, 0.37, 0.33, 0.32]
}

---

{
  "formula": "C11H14N2O2S",
  "method": "ωB97M-V with the def2-TZVPD basis set",
  "gap_ev": 8.872,
  "e_homo_ev": -8.3,
  "relative_energy_kj_mol": 0.0,
  "lumo_energy_ha": 0.020,
  "symbols": ["N", "C", "C", "C", "C", "N", "C", "C", "C", "C", "C", "C", "C", "O", "O", "H", "H", "H", "H", "H", "H", "H", "H", "H", "H", "H", "H", "S", "H", "H"],
  "positions_angstrom": [[-2.01150, 0.24533, -0.97524], [-1.89125, 1.31610, 0.01693], [-0.48338, 1.89111, 0.22363], [0.48867, 0.86962, 0.73587], [0.77225, 0.59940, 2.04403], [1.66795, -0.44349, 2.13289], [1.99383, -0.86566, 0.86536], [2.86187, -1.87844, 0.44293], [2.99949, -2.07462, -0.91880], [2.29566, -1.28032, -1.84587], [1.43897, -0.28238, -1.42035], [1.26949, -0.06348, -0.04287], [-2.89821, 2.42699, -0.32505], [-2.81271, 3.54976, 0.10467], [-3.89797, 2.02391, -1.11414], [-1.64825, -0.62821, -0.60457], [-1.44734, 0.46175, -1.79418], [-2.23270, 0.89753, 0.97289], [-0.56646, 2.73443, 0.91498], [-0.12928, 2.31248, -0.72688], [0.40150, 1.08064, 2.93891], [2.05844, -0.80392, 2.98667], [3.40962, -2.48746, 1.15761], [3.66696, -2.85278, -1.28122], [2.43505, -1.45587, -2.90913], [0.91746, 0.33646, -2.14813], [-3.69327, 1.08615, -1.33297], [-1.66830, -2.77312, 0.93702], [-0.70685, -1.86570, 0.70699], [-2.58971, -2.07626, 0.25801]],
  "forces_ev_per_angstrom": [[0.244, -0.084, -0.040], [-0.045, 0.039, 0.059], [0.014, 0.060, -0.014], [-0.033, -0.047, 0.042], [-0.030, 0.026, -0.032], [0.030, -0.028, 0.022], [0.007, -0.026, -0.084], [-0.019, 0.014, -0.080], [-0.007, 0.004, 0.078], [-0.051, 0.050, 0.058], [0.042, -0.040, -0.054], [0.042, -0.066, -0.021], [0.134, 0.332, 0.241], [-0.079, -0.458, -0.198], [0.040, -0.106, 0.006], [-0.028, 0.290, -0.184], [-0.094, -0.028, 0.062], [0.016, 0.063, -0.070], [0.026, -0.118, -0.069], [-0.036, -0.060, 0.090], [0.031, -0.047, -0.102], [-0.061, 0.043, -0.098], [-0.075, 0.086, -0.104], [-0.123, 0.136, 0.061], [-0.023, 0.032, 0.166], [0.084, -0.097, 0.103], [-0.045, 0.183, 0.008], [0.009, -0.066, 0.056], [0.079, -0.003, 0.035], [-0.051, -0.084, 0.068]],
  "mulliken_charge": [-0.73, 0.75, -1.13, 0.83, -0.75, 0.03, -0.47, -0.90, -0.47, -0.79, -0.32, 0.91, 0.19, -0.57, -0.51, -0.17, 0.18, 0.30, 0.40, 0.44, 0.44, 0.17, 0.38, 0.38, 0.39, 0.38, 0.46, -0.26, 0.18, 0.27]
}